No. 1
C33H34CrFIN9O4P | wB97M-V/def2-TZVPD

Geometry (Å):
Cr  0.33528  0.83740  1.15683
C  4.06998  -0.98790  0.79563
C  4.76688  -0.02480  0.07483
C  4.05308  1.02750  -0.47307
C  2.67368  1.10200  -0.29987
N  2.00898  0.16910  0.43103
C  2.70518  -0.84360  0.95493
C  1.81928  2.16220  -0.82097
C  2.25698  3.16420  -1.68467
C  1.37618  4.13780  -2.11357
C  0.05078  4.09860  -1.70107
C  -0.37682  3.09260  -0.85087
C  0.48248  2.10720  -0.36087
H  4.57348  -1.83350  1.23703
H  5.83668  -0.08610  -0.04737
H  4.56198  1.79610  -1.02797
H  2.13168  -1.57420  1.51633
H  3.28438  3.21140  -2.01667
H  1.71968  4.92180  -2.77057
H  -0.64162  4.85630  -2.04297
H  -1.42282  3.06000  -0.56587
I  -2.29322  -5.50210  -1.78537
C  -0.51202  -4.38390  -1.58667
C  0.64388  -4.78250  -2.23687
C  1.77188  -3.99050  -2.09337
C  1.68218  -2.84520  -1.31817
N  0.57288  -2.47030  -0.70097
C  -0.50242  -3.22510  -0.82227
H  0.68308  -5.68360  -2.82877
H  2.69648  -4.26680  -2.57467
H  2.53818  -2.19920  -1.18717
H  -1.38792  -2.89580  -0.29407
N  -3.34402  4.74090  4.11613
C  -2.55632  3.82330  3.50353
C  -1.22582  4.12280  3.16583
C  -0.47452  3.20310  2.47993
N  -0.93222  1.99420  2.10733
C  -2.18882  1.68870  2.46693
C  -3.01992  2.54900  3.14503
H  -2.95222  5.61470  4.41793
H  -4.27312  4.50150  4.40693
H  -0.80242  5.08010  3.42943
H  0.55028  3.42140  2.20273
H  -2.52722  0.69700  2.19003
H  -4.02342  2.24390  3.39543
C  -0.25132  0.47200  -5.58057
N  -0.05532  -0.88230  -5.09077
C  -1.25102  -1.66250  -5.36447
N  -2.46142  -1.07010  -4.82287
C  -2.58632  0.28930  -5.32117
N  -1.42802  1.11710  -5.02877
C  -1.28882  1.37470  -3.61087
P  -1.04562  -0.16460  -2.54387
C  0.27238  -0.88690  -3.68257
C  -2.46872  -1.09730  -3.37597
H  -0.37042  0.42830  -6.66817
H  0.63108  1.06790  -5.33347
H  -1.12782  -2.66500  -4.94377
H  -1.36222  -1.74360  -6.45117
H  -3.47492  0.74770  -4.87957
H  -2.70822  0.24790  -6.40927
H  -2.19302  1.88850  -3.26887
H  -0.43422  2.03920  -3.44607
H  0.45388  -1.92290  -3.38357
H  1.19638  -0.31610  -3.53237
H  -3.41232  -0.65920  -3.02757
H  -2.43112  -2.14160  -3.04987
F  -2.64522  -1.56920  6.68103
C  -1.51902  -2.03400  6.10293
C  -0.49672  -1.19200  5.84253
N  0.66098  -1.61590  5.26993
C  1.65168  -0.66600  4.82533
C  1.19518  0.03440  3.52023
O  1.77268  1.07810  3.19733
O  0.26678  -0.50620  2.88083
C  0.83318  -2.93530  4.89433
O  1.83828  -3.34240  4.36043
N  -0.21292  -3.76520  5.21503
C  -1.44462  -3.45270  5.78883
O  -2.27862  -4.30420  5.97863
H  -0.55582  -0.14500  6.10173
H  2.57248  -1.22010  4.62213
H  1.84988  0.08310  5.59073
H  -0.07922  -4.73800  4.95483

Cartesian forces (eV/Å) of the 2 atoms listed first:
Cr -0.797 -1.259 0.942
C 0.098 0.027 -0.053

LUMO (alpha / beta) in eV: 0.357 / 0.191
Expectation value of S²: 6.02
2S+1: 5
Gap between HOMO and LUMO (alpha / beta) in eV: 7.5865 / 7.9428
Energy relative to the best compared isomer or geometry (same formula, charge and spin) in kcal per mole: 18.75
Energy in eV: -104903.976

No. 2
C3H11NO | wB97M-V/def2-TZVPD

Geometry (Å):
C  -1.03056  -1.80915  -0.72618
N  -0.81686  -0.29105  -0.20967
C  -1.64101  0.72476  -0.98153
H  -1.01229  -1.77111  -1.84086
H  -0.24983  -2.50050  -0.37553
H  -2.11547  -2.06794  -0.48470
H  -1.13032  -0.13917  0.73650
H  -1.45149  1.72802  -0.60839
H  -2.72713  0.39454  -0.88085
H  -1.34971  0.76187  -2.05265
C  2.63447  0.95069  1.28018
O  1.28156  1.22596  1.18831
H  3.15376  1.05729  0.38140
H  3.12121  1.44673  2.18600
H  2.77006  -0.15560  1.50816
H  0.56360  0.44464  0.87982

Cartesian forces (eV/Å) of the 2 atoms listed first:
C -1.595 2.920 0.138
N 0.017 -1.020 -1.665

LUMO in eV: 0.895
SMILES string: CNC.CO
Gap between HOMO and LUMO in eV: 10.1723
Energy relative to the best compared isomer or geometry (same formula, charge and spin) in kcal per mole: 55.98
Energy in eV: -6824.818

No. 3
C4H6O | wB97M-V/def2-TZVPD

Geometry (Å):
C  0.50002  1.97336  0.62493
C  0.80029  0.72896  0.27106
C  -0.14295  -0.12226  -0.46690
C  -0.20457  -1.43545  -0.30926
O  -1.08911  -2.19287  -1.04712
H  1.20951  2.54997  1.20483
H  -0.43339  2.43995  0.34357
H  1.72932  0.26852  0.56916
H  -0.87215  0.33418  -1.12370
H  0.31963  -2.01144  0.44770
H  -1.81659  -2.53292  -0.51428

Cartesian forces (eV/Å) of the 2 atoms listed first:
C 0.547 -0.002 0.033
C -0.735 -0.110 -0.099

LUMO in eV: 0.946
SMILES string: C=C/C=C/O
Gap between HOMO and LUMO in eV: 9.6550
Energy relative to the best compared isomer or geometry (same formula, charge and spin) in kcal per mole: 18.19
Energy in eV: -6291.129

No. 4
C6H19NSi2 | wB97M-V/def2-TZVPD

Geometry (Å):
C  0.49811  3.39338  -1.05162
C  1.65748  1.30974  -1.78620
C  -0.82002  1.39346  -1.58507
C  -1.93510  -3.76104  1.58220
C  0.76775  -2.62839  1.04371
C  0.50040  1.84023  -0.95576
N  -1.57758  -0.80832  0.67293
Si  0.79780  1.45807  0.91455
Si  -0.91504  -2.15629  1.55127
H  0.40386  3.69404  -2.08903
H  -0.29606  3.98187  -0.55967
H  1.36561  3.81732  -0.72219
H  2.53732  1.15596  -1.23116
H  1.92065  1.87725  -2.69935
H  1.35719  0.40652  -2.20956
H  -1.58748  1.71857  -0.98773
H  -1.12322  1.83760  -2.50807
H  -0.97532  0.24162  -1.62881
H  -2.52681  -3.78203  0.60876
H  -1.40974  -4.72508  1.87033
H  -2.78194  -3.69857  2.19172
H  0.78122  -2.70777  -0.02959
H  1.54607  -1.86995  1.39821
H  1.14787  -3.58345  1.33314
H  -2.47805  -0.33960  0.94356
H  2.19029  1.86930  1.19921
H  -0.28562  1.18615  1.87745
H  -1.06838  -1.91518  3.14565

Cartesian forces (eV/Å) of the 2 atoms listed first:
C -2.125 -0.250 -0.666
C -0.154 1.057 -0.739

LUMO (alpha / beta) in eV: -0.879 / -2.370
Gap between HOMO and LUMO (alpha / beta) in eV: 7.8384 / 4.2210
Energy relative to the best compared isomer or geometry (same formula, charge and spin) in kcal per mole: 192.29
Energy in eV: -23770.210

No. 5
C6H12NO4 | wB97M-V/def2-TZVPD

Geometry (Å):
C  -0.66078  -1.67801  0.59245
C  -0.34873  -0.18625  0.23110
C  0.75087  -0.10718  -0.82302
C  2.05214  0.34073  -0.17398
N  2.33677  1.74457  -0.06569
O  1.24894  2.52561  0.59636
C  -1.50753  0.62632  -0.25909
O  -1.24498  1.92338  -0.45148
O  -2.51652  0.00854  -1.12641
C  -2.87102  0.31086  0.13223
O  -3.55004  1.47932  0.50242
H  0.23618  -2.12666  1.08994
H  -0.85781  -2.10105  -0.33335
H  -1.53712  -1.67202  1.23601
H  -0.06368  0.19662  1.16847
H  0.54445  0.84394  -1.34003
H  0.88817  -1.03681  -1.47345
H  2.09258  -0.11772  0.88432
H  2.99991  0.05432  -0.79222
H  2.24379  2.15200  -1.06926
H  0.33751  2.54970  0.13025
H  -3.25683  -0.50405  0.66279
H  -2.88695  2.15889  0.35933

Cartesian forces (eV/Å) of the 2 atoms listed first:
C 0.947 1.999 1.019
C -0.412 -2.517 -1.314

LUMO in eV: 3.752
SMILES string: C[C@@H](CCNO)[C@@]1([O-])O[C@@H]1O
Charge: -1
Gap between HOMO and LUMO in eV: 7.8603
Energy relative to the best compared isomer or geometry (same formula, charge and spin) in kcal per mole: 85.18
Energy in eV: -16094.269

No. 6
C24H27O12P | wB97M-V/def2-TZVPD

Geometry (Å):
C  1.53372  -3.43910  2.78664
C  0.68155  -2.84320  1.86561
C  -0.45488  -1.84438  2.23048
C  -0.23892  -0.52325  2.52708
C  1.22892  -0.01286  2.49085
O  1.45473  1.20055  3.24480
C  2.77957  1.57899  2.93650
C  2.94568  2.63395  1.94416
C  4.29987  3.02090  1.57271
C  5.50007  2.40704  2.15786
C  5.30198  1.33958  3.15271
C  3.94514  0.93573  3.53909
C  -1.48675  0.35952  2.83216
O  -1.48592  1.17420  3.72005
C  -2.74512  0.07112  1.93246
C  -3.71114  1.17624  1.40247
C  -3.11198  2.63674  1.38243
C  -4.35355  3.63407  1.49369
C  -2.96012  -1.25064  1.64132
P  -4.34674  -1.87527  0.57835
O  -5.64894  -1.85072  1.28194
O  -3.99536  -3.47527  0.23078
O  -4.40721  -1.12387  -0.92255
C  -1.95780  -2.31238  2.23570
O  -2.30944  -3.36816  2.68246
H  2.18909  -2.76781  3.40523
H  1.54442  -4.55112  2.88309
H  0.79617  -3.04316  0.76237
H  1.47405  0.21977  1.40971
H  1.97855  -0.77269  2.84111
H  2.03779  3.09236  1.48628
H  4.41155  3.82845  0.81315
H  6.52223  2.74370  1.85839
H  6.22202  0.87299  3.57275
H  3.82627  0.10392  4.27919
H  -4.68538  1.12269  1.95346
H  -3.95708  0.92099  0.33120
H  -2.64132  2.82455  0.37498
H  -2.39202  2.85822  2.20479
H  -4.96625  3.54581  0.55304
H  -4.02130  4.68866  1.65662
H  -5.01574  3.36602  2.36696
H  -3.35436  -3.49864  -0.51024
H  -3.53455  -0.69371  -1.06931
O  -0.85920  -0.63496  -1.58692
C  -1.01255  0.04030  -2.55889
O  -2.22283  0.30752  -3.11642
C  -2.01700  1.31870  -4.10439
C  -0.56511  1.15125  -4.45082
O  -0.00787  0.63458  -3.24286
H  -2.67209  1.16514  -4.96059
H  -2.23471  2.29460  -3.66271
H  -0.40608  0.42813  -5.24934
H  -0.09138  2.09182  -4.72687
O  1.60673  -0.25022  -5.73993
C  2.19199  -1.11474  -5.16349
O  3.11779  -0.89817  -4.19528
C  3.41249  -2.15873  -3.59989
C  3.04264  -3.13300  -4.68329
O  2.01718  -2.44231  -5.39185
H  4.46374  -2.22102  -3.32174
H  2.80035  -2.27699  -2.70218
H  3.87105  -3.33412  -5.36717
H  2.67335  -4.07835  -4.28791

Cartesian forces (eV/Å) of the 2 atoms listed first:
C -0.618 0.826 -0.673
C -0.473 0.135 0.357

LUMO in eV: -0.849
SMILES string: C=CC1=C(COc2ccccc2)C(=O)C(CCC)=C(P(=O)(O)O)C1=O.O=C1OCCO1.O=C1OCCO1
Gap between HOMO and LUMO in eV: 7.8718
Energy in eV: -59180.733